11 unconnected molecules or ions with the total composition C42H78F8N9O27P3 at a distorted geometry. Source: the Open Molecules 2025 dataset; level of theory: the ωB97M-V functional and the def2-TZVPD basis.

Its net charge is 0. As for the SMILES: CN(C)P(=O)(N(C)C)N(C)C.CN(C)P(=O)(N(C)C)N(C)C.CN(C)P(=O)(N(C)C)N(C)C.O=C1OC[C@@H](F)O1.O=C1OC[C@@H](F)O1.O=C1OC[C@@H](F)O1.O=C1OC[C@@H](F)O1.O=C1OC[C@@H](F)O1.O=C1OC[C@@H](F)O1.O=C1OC[C@@H](F)O1.O=C1OC[C@@H](F)O1. For the electronic energy, the calculation gives -163123.6404 eV. The value obtained for the LUMO energy is 0.29 eV. The HOMO energy comes out at -8.50 eV. The calculation puts the energy relative to the best compared isomer or geometry (same formula, charge and spin) at 0.0 kcal/mol. The orbital gap is 8.8 eV.

```
167
Properties=species:S:1:pos:R:3:forces:R:3:mulliken_charge:R:1
C -5.28479 -1.45163 -4.18678 -0.2221 0.0668 -0.8372 -0.38
C -6.20644 -0.97415 -3.04038 0.4664 -0.3839 0.2836 0.32
O -5.25898 -0.82103 -1.99260 -1.4214 0.2604 0.2225 -0.34
C -4.10920 -1.39464 -2.28346 2.4019 -1.0391 0.9944 0.32
O -3.17910 -1.45750 -1.50775 -1.0784 -0.0012 -1.2103 -0.23
O -4.09434 -1.92080 -3.53266 -0.5845 0.4616 1.0355 -0.18
F -7.14304 -1.95224 -2.72523 0.8403 0.0731 0.0080 -0.34
H -4.92803 -0.69827 -4.90058 -0.7365 0.0779 0.3324 0.18
H -5.73196 -2.28846 -4.71381 -0.0832 -0.0209 -0.0035 0.40
H -6.79736 -0.06955 -3.03507 0.3334 0.3654 -0.8065 0.28
C 4.71780 -4.01112 -3.30478 0.7663 1.3880 -0.8667 -0.42
C 3.99534 -4.18954 -4.64109 -0.1970 0.3294 -0.5425 0.19
O 2.97216 -3.17639 -4.61446 0.8989 -1.1557 -0.7640 -0.31
C 2.96013 -2.57223 -3.43153 0.1312 -1.1501 2.0138 -0.29
O 2.15063 -1.78127 -3.08337 -0.3289 0.8278 -0.1047 0.24
O 3.88826 -3.12046 -2.56754 -0.5122 0.4067 -1.0823 0.03
F 3.44346 -5.46880 -4.72054 0.0304 1.2055 0.2288 -0.30
H 5.76412 -3.61687 -3.32128 -0.9355 -0.1176 -0.4105 0.29
H 4.76327 -4.96696 -2.89571 -0.1012 -1.5213 1.2879 0.32
H 4.55607 -4.04959 -5.56902 0.0046 -0.0386 0.3023 0.27
C 2.41825 1.69626 -6.80691 -0.0593 0.4399 -0.3480 -0.25
C 2.46378 1.43598 -5.33952 1.0303 0.1951 2.9527 1.43
O 2.50216 2.74725 -4.76151 0.3322 -0.2237 -0.5649 -0.16
C 2.95644 3.67664 -5.71531 -0.6723 -3.1650 0.2878 0.48
O 3.37334 4.73731 -5.47237 0.1531 1.2744 0.0836 -0.49
O 2.85688 3.06045 -6.90848 0.3478 0.5486 -0.6197 -0.39
F 3.65004 0.74887 -4.90298 -0.9972 0.8706 -1.0098 -0.35
H 1.40188 1.62431 -7.18145 -0.0525 0.0035 -0.0076 0.26
H 3.07402 1.07804 -7.41798 -0.0172 -0.0489 0.2925 0.27
H 1.68895 0.89244 -4.78126 -0.0037 0.2013 -0.9461 -0.73
C -4.40392 4.86402 -3.77800 2.7013 -0.7348 0.9696 -0.35
C -3.04019 4.17130 -3.34322 0.1840 0.7873 -1.7227 0.06
O -3.17876 2.83717 -3.88053 0.5846 1.2957 0.1446 0.05
C -4.46787 2.65761 -4.10649 -2.0405 -1.9181 -0.3211 0.33
O -4.98102 1.61279 -4.42800 0.8031 0.2274 0.1313 -0.52
O -5.22615 3.73463 -3.89903 -0.4131 0.1045 -0.1855 -0.34
F -2.89138 4.03321 -2.01945 -0.5358 0.2143 0.5461 -0.17
H -4.28851 5.35880 -4.77585 -0.2423 0.0771 1.2508 0.31
H -4.60240 5.41080 -2.85578 -0.7749 0.7053 -0.7227 0.32
H -2.16605 4.71479 -3.74131 -0.2636 -0.6942 0.0968 0.35
C 0.71276 7.22896 -0.62006 0.8571 2.1088 0.1412 -0.40
C -0.39588 6.85295 0.31999 -1.6347 0.6511 -1.2785 0.96
O -1.44220 6.54077 -0.58322 0.1163 -0.2195 0.3098 -0.38
C -1.14391 6.98882 -1.83161 -2.0298 0.1084 0.6677 0.79
O -1.98902 7.01817 -2.67303 0.2225 -0.2694 -0.7796 -0.60
O 0.06489 7.45973 -1.88646 1.0999 0.0855 0.0321 -0.33
F -0.76292 7.96966 1.00238 -0.2942 0.4814 0.7048 -0.35
H 1.35424 6.40720 -0.73102 1.3048 -0.7614 -0.2407 0.22
H 1.21412 8.23188 -0.36738 -0.6263 -1.8288 -0.0463 0.33
H -0.41070 6.02641 0.99826 0.9825 -0.4337 0.4562 -0.12
C 5.71350 -0.12104 1.23023 -0.1778 0.2234 -0.7290 -0.17
C 4.39815 -0.34295 0.46743 -1.2101 1.1889 -0.1125 1.29
O 4.38708 -1.67221 0.12196 1.2081 -0.5798 -0.2697 0.12
C 5.67746 -2.15907 0.26936 -0.3845 -0.4708 -0.9915 0.28
O 5.99677 -3.26932 0.00709 -0.2464 -0.7358 -0.1810 -0.54
O 6.50710 -1.23028 0.67188 0.0313 1.5283 0.8584 -0.39
F 4.30302 0.51572 -0.69877 0.5153 -1.3367 1.2795 -0.28
H 5.61399 -0.29373 2.33557 0.1666 0.5364 -1.3475 0.28
H 6.10957 0.88149 0.89152 -0.0592 -1.3481 0.8545 0.35
H 3.45063 -0.19978 0.97430 0.3137 0.6112 0.3154 -1.06
C -1.53924 -0.85261 -4.57140 -2.5527 -1.6341 -1.2509 0.75
C -1.66449 -2.19829 -5.30714 -1.0235 -1.8156 0.9546 0.63
O -0.54264 -2.23582 -6.11116 0.0771 -0.0168 -0.2648 -0.34
C 0.03276 -1.01739 -6.10936 0.8028 -0.2659 0.1138 0.23
O 1.08282 -0.77511 -6.58724 0.5271 0.0697 -0.9066 -0.48
O -0.67964 -0.13455 -5.40466 0.0961 0.7182 0.5324 -0.12
F -2.80978 -2.25885 -6.09751 0.5119 0.3738 0.0635 -0.37
H -1.20985 -1.07494 -3.59749 0.9848 0.2096 1.3045 -0.26
H -2.55174 -0.44929 -4.52143 0.3927 0.5444 -0.0853 -0.34
H -1.70972 -3.15932 -4.69078 0.1986 1.5688 -0.5752 0.20
C 0.70385 0.96506 -1.19882 0.2085 0.3272 0.3437 1.75
C -0.60804 1.28183 -1.91317 0.4696 0.9585 -1.6030 1.90
O -0.55364 2.74038 -2.02442 -1.1187 -2.1450 -0.6192 -0.22
C 0.43408 3.21994 -1.29837 1.2010 -1.2261 0.4508 -0.27
O 0.74787 4.35381 -1.30268 0.2367 1.5252 0.4995 -0.65
O 1.09446 2.23505 -0.61407 -0.5801 0.2915 -1.0007 0.16
F -1.70077 0.90809 -1.20720 0.1540 0.3515 0.2060 -0.23
H 1.54855 0.60147 -1.85661 -1.1073 0.0675 0.8520 -0.05
H 0.41076 0.36712 -0.33743 0.6050 -0.6929 -0.2751 -1.33
H -0.72875 0.86674 -2.94678 0.2509 0.5832 0.9949 -1.30
O -1.54321 1.39881 4.29853 -0.6732 -1.3184 -0.0807 -0.94
P -2.63326 0.50847 3.75213 -0.2696 3.1047 1.6496 0.26
N -3.56802 1.55022 2.81638 -0.3702 -0.7161 -0.3752 0.28
C -2.96309 2.69800 2.04780 -3.0772 -0.0077 0.3944 -0.87
C -4.88746 1.02268 2.35876 1.1680 1.1071 -1.7696 -0.75
N -3.62667 -0.15408 4.94499 0.4295 1.3541 1.0550 0.40
C -4.60280 -1.22541 4.79609 1.1600 -0.7024 -2.0870 -1.19
C -3.69808 0.58991 6.26330 -0.1772 -1.0567 -0.3510 -0.99
N -2.18851 -0.79796 2.92163 -1.1817 0.7264 -1.5208 1.34
C -2.20555 -0.78452 1.46004 1.3592 -1.1803 0.5148 -0.67
C -1.55531 -1.86122 3.61382 -0.0856 -0.9249 0.0148 -1.13
H -2.18437 3.22656 2.58950 0.0007 -0.3708 0.0765 0.14
H -3.83923 3.41221 1.82735 1.2674 -0.7579 0.6108 0.32
H -2.69601 2.37426 1.06549 0.8232 -0.2568 -0.7312 0.32
H -4.85554 0.48517 1.35496 -0.0101 0.7703 0.9719 0.14
H -5.61610 1.83207 2.33145 0.1233 0.2605 -0.4009 0.44
H -5.31240 0.35687 3.04699 -0.1372 -1.0495 1.1147 0.21
H -5.62094 -0.87377 4.88166 -0.3558 -0.0188 0.7727 0.39
H -4.58994 -1.61068 3.72518 0.3172 0.4049 1.1697 0.28
H -4.31326 -2.09866 5.41176 -0.6237 0.4847 0.1030 0.35
H -3.85395 -0.18178 7.07459 0.2105 0.9450 -0.7611 0.31
H -2.79061 1.16772 6.43138 0.2253 -0.4386 -0.0899 0.24
H -4.48987 1.34983 6.30701 -0.2739 -0.4438 -0.1904 0.28
H -1.23533 -0.73174 0.98244 0.9297 0.7336 0.3134 -0.20
H -2.42347 -1.77263 1.12669 -1.2670 -0.8150 -0.3212 0.59
H -2.79794 -0.02566 1.01199 -0.7371 0.3655 -0.0461 -0.12
H -1.79061 -1.87388 4.67838 0.1402 0.3576 -0.0566 0.48
H -0.50644 -1.76477 3.44793 1.0882 -0.3890 0.2268 -0.13
H -1.89363 -2.82046 3.23413 -0.0086 -0.3100 -0.3103 0.48
O 0.70881 -7.25195 0.65796 -0.1012 0.3914 0.1326 -0.88
P 0.53471 -5.80240 0.90083 0.3706 0.2100 0.0631 0.25
N 1.83495 -5.09964 1.68671 -0.1083 -1.2899 -1.5753 0.31
C 3.22501 -5.48704 1.41448 0.1836 -1.5753 -1.9911 -1.14
C 1.78385 -3.78026 2.17725 0.4321 1.4426 1.1147 -0.50
N -0.73821 -5.31460 1.89275 1.6962 0.4211 0.8450 0.51
C -2.08100 -5.42949 1.40889 0.5304 -1.0717 -0.2235 -1.37
C -0.68193 -5.82765 3.25983 -0.4958 1.4431 0.5839 -1.14
N 0.24801 -4.97799 -0.50431 0.2553 1.0803 1.2552 0.53
C -0.01995 -5.68170 -1.69617 -1.9533 1.4452 -1.9828 -0.89
C 0.34048 -3.49580 -0.58443 0.3436 -1.2348 -0.0716 -0.60
H 3.68507 -5.52622 2.36421 0.9238 0.0661 1.1108 0.48
H 3.84286 -4.78830 0.74515 -1.2015 -0.6722 0.7745 0.25
H 3.32552 -6.55928 0.99061 -0.5378 1.7979 0.5534 0.32
H 2.42180 -3.83156 3.10076 -0.8859 0.7562 -0.2176 0.63
H 0.73182 -3.44103 2.32889 0.9788 -0.2610 0.2740 0.00
H 2.29651 -3.05668 1.50569 -0.2550 -0.2285 0.2025 -0.37
H -2.77119 -5.13338 2.19038 -0.2510 0.2598 -0.1209 0.52
H -2.17656 -4.89668 0.49321 -0.4335 0.6662 -0.6510 0.25
H -2.19607 -6.48431 1.19379 -0.9472 -0.4785 -0.1621 0.35
H 0.32671 -5.83790 3.69706 -0.3661 0.5199 -0.1764 0.33
H -1.44015 -5.19435 3.83371 1.2671 -0.8779 -0.1890 0.31
H -1.00197 -6.84073 3.28242 -0.5565 -1.1269 0.1143 0.40
H -1.00780 -5.29774 -2.13333 0.9177 -0.5392 0.3821 0.23
H 0.70057 -5.51055 -2.49736 0.3968 -0.1151 0.0741 0.23
H -0.14674 -6.71184 -1.51255 0.0902 -1.1872 0.1931 0.37
H 1.38818 -3.18435 -0.48977 -0.3159 0.2080 -0.0414 -0.28
H -0.31283 -2.95190 0.09841 0.0824 -0.2475 0.3998 -0.01
H -0.02295 -3.26152 -1.56306 -0.0089 0.4131 -0.7228 0.80
O 4.27236 1.36476 2.71949 0.1444 0.1174 0.8354 -0.63
P 3.04907 1.87875 3.37650 -0.7066 -0.3877 0.6214 -0.55
N 1.69719 0.88874 3.46779 2.8677 1.5396 2.5795 1.76
C 1.58848 -0.06186 4.56604 -0.9475 -0.5918 -0.7320 -0.62
C 0.98906 0.54714 2.34319 -0.6432 -0.9453 -2.0662 0.30
N 2.51210 3.15083 2.52265 -1.6832 0.4527 -0.8346 0.93
C 1.13567 3.70053 2.49557 0.3306 -2.0469 0.3545 -0.04
C 3.33735 3.87863 1.61618 0.9342 1.4534 -0.1308 -1.10
N 3.22941 2.32796 4.97887 0.5955 -0.3534 1.0408 0.35
C 2.14157 3.10973 5.61762 -0.8600 -0.1528 -1.1550 -0.77
C 4.56053 2.65255 5.56931 -0.4830 0.7569 -0.6722 -1.01
H 2.09987 0.31463 5.43877 0.1674 -0.1739 0.1212 0.47
H 1.93332 -1.09141 4.26638 -0.0361 0.7990 0.3144 -0.06
H 0.50398 -0.11404 4.75642 0.3172 -0.1762 0.3359 -0.06
H 1.43127 -0.35655 1.87482 -0.2786 0.0212 -0.2516 -0.39
H 0.95815 1.35448 1.60181 -0.0397 -0.2541 0.2149 -0.23
H 0.00435 0.30297 2.69641 -0.7713 -0.0538 -0.3749 -0.48
H 0.74013 3.65569 1.47622 0.1533 0.2078 -0.0514 -0.75
H 0.46060 3.06621 3.10906 0.4131 0.6526 -0.0930 -0.14
H 1.20483 4.70533 2.83803 -0.3973 0.9808 0.3605 0.74
H 4.37664 3.54700 1.53611 -0.3122 -0.1756 0.3909 0.22
H 2.94282 3.88622 0.61154 -0.3384 -0.2013 -0.4654 0.14
H 3.33140 4.94335 1.94516 0.2785 -0.3576 -0.2269 0.35
H 1.09079 2.71798 5.39444 1.5439 0.3262 0.0075 0.02
H 2.21545 3.14277 6.70008 0.3955 -0.2210 0.1200 0.42
H 2.22052 4.14366 5.23937 -0.2932 -0.1067 0.2477 0.26
H 5.39496 2.15901 5.06251 -0.4249 0.0343 -0.2388 0.28
H 4.62334 2.35519 6.61921 -0.3198 0.0470 -0.0412 0.31
H 4.70579 3.76317 5.49845 0.1226 -0.7901 0.1796 0.30
```
Forces are in eV/Å.